O8P2Pb6 | wB97M-V/def2-TZVPD

Element x y z (Å)
Pb -0.20523 0.21696 1.67789
Pb 1.10114 -3.83542 0.00136
Pb -2.78237 0.27899 -2.25974
Pb -3.27607 -2.75687 0.92624
Pb 1.52652 1.55290 -1.37221
Pb -2.90528 -3.57188 -2.85047
P 2.42577 2.73069 1.36678
O 2.22275 4.01038 2.24867
O 3.11919 3.03403 0.05848
O 1.14237 1.93961 1.04396
O 3.30765 1.71512 2.15853
P -1.08860 -1.17452 -0.64591
O -2.23651 -0.59811 0.15860
O -0.38728 -2.08600 0.32473
O -0.39019 0.25641 -0.86652
O -1.57383 -1.71229 -1.97041

Calculated values
* energy: -66358.696 eV
* molar mass: 1433.140 g/mol
* strongest force on any atom: 0.095 Eh/bohr
* frontier orbital gap: 3.790 eV
* LUMO: -0.7933 Ha
* charge: +6